{"formula": "C3H8N4O2", "method": "ωB97M-V with the def2-TZVPD basis set", "lumo_ev": 0.5, "orbital_gap_ev": 9.43, "smiles": "NC(N)=NNCC(=O)O", "total_charge": 0, "total_energy_ha": -488.6105, "symbols": ["H", "C", "H", "N", "H", "C", "N", "O", "H", "H", "N", "H", "H", "N", "C", "O", "H"], "coordinates": [[-1.280838, -1.303848, -1.405734], [-1.530867, 0.194347, -0.059178], [-2.759535, 1.702772, -0.556053], [0.411159, -0.954416, 0.131747], [0.882062, 1.176847, -0.188937], [1.801474, -0.718554, 0.592362], [-0.365296, 0.186274, 0.485403], [1.803431, 1.379254, -0.423199], [2.437070, -1.612380, 0.450178], [-2.919033, -0.633028, -1.312577], [-2.041426, -0.803300, -0.865680], [1.824904, -0.360075, 1.646259], [0.112982, -1.744756, 0.672440], [-2.460874, 1.177209, 0.316249], [2.554316, 0.338372, -0.179153], [3.732738, 0.276449, -0.478565], [-2.202260, 1.698840, 1.174432]], "forces_ev_per_a": [[-1.4, 0.8, 0.8], [-1.0, -0.3, 0.6], [0.3, -0.4, 2.1], [1.3, 0.2, -0.1], [-0.5, 0.2, 0.4], [0.7, -0.6, 0.1], [-0.3, -0.1, -0.1], [0.3, 1.5, -1.0], [-0.7, 0.1, 0.4], [-0.2, 0.0, -0.2], [2.4, -0.3, -0.5], [0.0, -0.4, -0.4], [-0.6, -0.5, 0.3], [0.1, 0.4, -1.3], [1.1, -0.4, -0.2], [-1.3, 0.0, 0.4], [-0.1, -0.2, -1.4]]}